The following is a DFT calculation (ωB97M-V/def2-TZVPD) of a single C3H3BrF2O molecule at a distorted geometry.

Element x y z (Å)
1 C -0.589 0.069 -1.464
2 C -1.222 1.140 -0.603
3 F -0.415 1.320 0.557
4 F -1.243 2.291 -1.165
5 C -2.830 0.908 -0.158
6 O -3.507 1.857 -0.255
7 Br -3.521 -0.761 0.355
8 H -0.890 0.164 -2.484
9 H 0.410 0.117 -1.416
10 H -0.942 -0.877 -1.130

Properties
**Structure (SMILES)**: CC(F)(F)C(=O)Br
**LUMO**: 0.4 eV
**Kohn-Sham gap**: 0.412 Ha
**Total charge**: 0

The following is a DFT calculation (ωB97M-V/def2-TZVPD) of a molecular structure, C25H47BaN9PS at a distorted geometry.

Element x y z (Å)
1 Ba 2.329 -0.252 -0.192
2 C 0.836 -2.237 5.560
3 N 0.822 -1.039 4.687
4 C -0.306 -0.107 4.844
5 C 1.692 -0.921 3.629
6 N 1.476 -0.337 2.485
7 N 2.931 -1.449 3.920
8 C 3.803 -1.997 2.998
9 N 4.855 -2.584 3.678
10 N 3.728 -1.867 1.700
11 H 1.426 -2.038 6.454
12 H 1.125 -3.080 4.991
13 H -0.252 -2.408 5.797
14 H -0.171 0.447 5.668
15 H -1.276 -0.676 4.921
16 H -0.350 0.568 3.945
17 H 0.484 -0.236 2.283
18 H 3.212 -1.141 4.820
19 H 4.567 -3.096 4.457
20 H 5.503 -3.031 3.071
21 H 4.390 -2.555 1.295
22 C 2.617 0.915 -5.450
23 N 1.990 1.661 -4.367
24 C 0.831 2.421 -4.462
25 C 0.677 3.080 -3.290
26 N 1.762 2.694 -2.455
27 C 2.561 1.816 -3.136
28 S 4.023 1.170 -2.573
29 C 2.202 3.455 -1.319
30 C 2.724 4.806 -1.448
31 C 2.968 5.477 -0.273
32 C 2.682 4.892 0.968
33 C 2.108 3.655 0.959
34 N 1.852 2.948 -0.153
35 H 1.887 0.390 -6.088
36 H 3.296 0.138 -5.072
37 H 3.175 1.676 -6.045
38 H 0.165 2.443 -5.367
39 H -0.051 3.841 -2.938
40 H 2.947 5.165 -2.436
41 H 3.398 6.475 -0.254
42 H 2.886 5.454 1.858
43 H 1.963 3.093 1.857
44 C -3.991 0.828 -0.203
45 C -2.472 0.718 0.047
46 C -2.191 0.587 1.586
47 C -1.777 2.004 -0.496
48 P -1.464 -0.783 -0.710
49 N 0.043 -0.734 -0.453
50 C -2.130 -2.352 0.276
51 C -3.607 -2.461 0.588
52 C -1.357 -2.387 1.592
53 C -1.611 -3.576 -0.502
54 C -1.856 -1.052 -2.533
55 C -1.518 0.286 -3.201
56 C -0.920 -2.091 -3.172
57 C -3.296 -1.439 -2.867
58 H -4.354 1.789 0.172
59 H -4.470 0.072 0.441
60 H -4.298 0.686 -1.214
61 H -2.589 1.448 2.142
62 H -1.089 0.565 1.766
63 H -2.645 -0.260 2.067
64 H -1.919 2.803 0.216
65 H -2.154 2.314 -1.406
66 H -0.708 1.891 -0.574
67 H -3.922 -1.673 1.282
68 H -3.906 -3.427 0.952
69 H -4.215 -2.285 -0.316
70 H -1.735 -1.615 2.307
71 H -0.300 -2.144 1.410
72 H -1.359 -3.278 2.258
73 H -2.181 -3.797 -1.447
74 H -1.615 -4.488 0.070
75 H -0.527 -3.519 -0.723
76 H -0.546 0.549 -2.740
77 H -2.309 1.076 -3.004
78 H -1.412 0.103 -4.232
79 H 0.131 -2.049 -2.915
80 H -0.935 -2.027 -4.273
81 H -1.174 -3.083 -2.798
82 H -4.029 -0.699 -2.638
83 H -3.580 -2.383 -2.376
84 H -3.497 -1.748 -3.909

Properties
**LUMO**: -2.0 eV
**Kohn-Sham gap**: 0.268 Ha
**Total charge**: +1

The following is a DFT calculation (ωB97M-V/def2-TZVPD) of a single C5H8O molecule.

Element x y z (Å)
1 C -0.077 0.013 -2.358
2 C 0.415 0.853 -1.158
3 C -0.535 0.951 -0.025
4 C -0.847 0.641 1.102
5 C -0.690 -0.025 2.411
6 O 0.437 -0.894 2.376
7 H -0.690 0.616 -3.035
8 H 0.764 -0.376 -2.946
9 H -0.694 -0.832 -2.034
10 H 1.247 0.369 -0.633
11 H 0.816 1.812 -1.504
12 H -1.599 -0.563 2.713
13 H -0.453 0.725 3.170
14 H 0.289 -1.565 1.695

Properties
**Structure (SMILES)**: CCC#CCO
**LUMO**: 0.8 eV
**Kohn-Sham gap**: 0.383 Ha
**Total charge**: 0

The following is a DFT calculation (ωB97M-V/def2-TZVPD) of a single C19H18N2O4 molecule at a distorted geometry.

Element x y z (Å)
1 C 0.666 3.318 2.627
2 C -0.726 3.767 3.118
3 O -1.609 2.641 3.063
4 C -1.914 2.251 1.802
5 O -1.844 2.933 0.788
6 C -2.397 0.833 1.655
7 C -3.595 0.626 2.607
8 C -2.787 0.578 0.186
9 O -3.943 0.773 -0.176
10 C -1.852 0.034 -0.847
11 C -0.426 0.152 -0.314
12 C 0.541 -0.673 -1.092
13 N 0.767 -0.538 -2.414
14 C 1.671 -1.348 -2.982
15 C 1.997 -1.187 -4.334
16 C 2.966 -1.992 -4.948
17 C 3.596 -2.996 -4.201
18 C 3.227 -3.228 -2.873
19 C 2.298 -2.392 -2.240
20 C 1.955 -2.616 -0.900
21 C 1.080 -1.680 -0.331
22 C 0.622 -1.596 1.093
23 N -0.319 -0.470 1.024
24 C -1.254 -0.101 2.008
25 O -1.147 -0.642 3.106
26 H 1.421 4.101 2.767
27 H 0.995 2.428 3.207
28 H 0.641 3.071 1.556
29 H -0.995 4.594 2.513
30 H -0.682 4.115 4.161
31 H -3.996 -0.388 2.511
32 H -3.319 0.727 3.639
33 H -4.395 1.343 2.453
34 H -2.098 -1.004 -1.100
35 H -1.953 0.563 -1.786
36 H -0.093 1.182 -0.318
37 H 1.515 -0.378 -4.867
38 H 3.250 -1.896 -5.971
39 H 4.431 -3.502 -4.692
40 H 3.700 -4.050 -2.341
41 H 2.391 -3.440 -0.316
42 H 0.134 -2.525 1.390
43 H 1.479 -1.390 1.768

Properties
**Structure (SMILES)**: CCOC(=O)[C@@]1(C)C(=O)C[C@@H]2c3nc4ccccc4cc3CN2C1=O
**LUMO**: -0.4 eV
**Kohn-Sham gap**: 0.309 Ha
**Total charge**: 0

The following is a DFT calculation (ωB97M-V/def2-TZVPD) of a molecular structure, C27H32BF5N6OPRbS2Te.

Element x y z (Å)
1 Rb -0.172 -0.293 -1.588
2 C 3.154 -0.230 -3.395
3 C 3.337 -1.393 -2.471
4 C 4.396 -2.319 -2.408
5 C 4.045 -3.189 -1.394
6 C 4.796 -4.384 -0.901
7 N 2.860 -2.775 -0.895
8 N 2.430 -1.678 -1.553
9 B 2.014 -3.459 0.207
10 N 1.770 -2.537 1.419
11 N 1.067 -1.376 1.350
12 C 1.027 -0.880 2.575
13 C 0.291 0.390 2.857
14 C 1.738 -1.713 3.465
15 C 2.187 -2.757 2.689
16 C 2.995 -3.944 3.109
17 N 0.694 -4.034 -0.368
18 N -0.265 -3.260 -0.922
19 C -1.230 -4.069 -1.323
20 C -2.453 -3.546 -2.006
21 C -0.906 -5.405 -1.014
22 C 0.335 -5.337 -0.416
23 C 1.172 -6.465 0.097
24 H 3.962 -0.189 -4.125
25 H 3.152 0.715 -2.846
26 H 2.211 -0.305 -3.940
27 H 5.285 -2.359 -3.018
28 H 5.728 -4.471 -1.460
29 H 4.227 -5.306 -1.037
30 H 5.036 -4.305 0.161
31 H 2.655 -4.399 0.592
32 H -0.033 0.859 1.930
33 H 0.924 1.102 3.392
34 H -0.602 0.213 3.460
35 H 1.891 -1.578 4.524
36 H 3.209 -3.871 4.176
37 H 3.943 -4.000 2.570
38 H 2.465 -4.881 2.929
39 H -2.416 -2.459 -2.076
40 H -3.361 -3.822 -1.465
41 H -2.533 -3.933 -3.023
42 H -1.484 -6.295 -1.211
43 H 0.641 -7.402 -0.070
44 H 1.376 -6.369 1.164
45 H 2.134 -6.519 -0.414
46 F -0.734 -0.297 -7.062
47 Te -1.084 0.438 -5.367
48 F -1.640 1.494 -3.897
49 F -2.775 -0.388 -5.433
50 F -1.957 1.777 -6.366
51 F 0.409 1.558 -5.617
52 O -0.283 -0.771 -4.351
53 S -3.516 2.009 2.228
54 P -2.358 3.323 1.319
55 S -0.912 2.788 0.067
56 C -3.408 4.564 0.429
57 C -2.821 5.472 -0.450
58 C -3.592 6.426 -1.097
59 C -4.964 6.480 -0.879
60 C -5.555 5.574 -0.012
61 C -4.779 4.624 0.641
62 C -1.631 4.433 2.600
63 C -2.426 4.860 3.663
64 C -1.922 5.738 4.611
65 C -0.611 6.190 4.514
66 C 0.188 5.759 3.467
67 C -0.320 4.887 2.510
68 H -1.758 5.403 -0.642
69 H -3.123 7.119 -1.785
70 H -5.569 7.216 -1.396
71 H -6.626 5.602 0.152
72 H -5.229 3.903 1.313
73 H -3.435 4.475 3.742
74 H -2.549 6.063 5.433
75 H -0.215 6.873 5.258
76 H 1.215 6.100 3.393
77 H 0.290 4.535 1.688

Properties
**LUMO**: 3.9 eV
**Kohn-Sham gap**: 0.257 Ha
**Total charge**: -2

The following is a DFT calculation (ωB97M-V/def2-TZVPD) of a gas-phase ion, C4H9NO3 (charge +1) at a distorted geometry.

Element x y z (Å)
1 O -2.110 0.940 0.972
2 C -0.961 1.002 1.211
3 O -0.432 1.824 2.139
4 C 0.252 0.361 0.413
5 C -0.371 -0.402 -0.789
6 C 0.527 -1.548 -1.267
7 O 0.114 -2.663 -0.412
8 N 1.021 1.461 -0.048
9 H -1.131 2.356 2.505
10 H 0.786 -0.284 1.096
11 H -1.303 -0.811 -0.409
12 H -0.603 0.296 -1.592
13 H 0.479 -1.702 -2.342
14 H 1.565 -1.517 -0.955
15 H -0.203 -3.403 -0.909
16 H 0.537 2.368 -0.152
17 H 1.832 1.721 0.538

Properties
**Spin multiplicity**: 2
**LUMO (spin up / spin down)**: -3.5 / -9.0 eV
**Kohn-Sham gap (spin up / spin down)**: 0.401 / 0.193 Ha
**Total charge**: +1

Taking the records one at a time from the top gives energy relative to the best compared isomer or geometry (same formula, charge and spin) values of 0.218 1.050 2.700 1.058 0.337 0.942 eV.